A structure of composition C43H37GeNO3PS2W. Source: the Open Molecules 2025 dataset; level of theory: ωB97M-V with the def2-TZVPD basis set.

Structure (XYZ):
```
89
Properties=species:S:1:pos:R:3
W 0.366 1.323 0.981
C 3.050 2.076 3.662
C 2.568 2.274 2.267
C 1.768 3.405 1.925
C 1.222 3.560 0.663
C 1.599 2.673 -0.383
C 2.456 1.592 -0.069
C 2.865 1.356 1.264
H 2.212 1.790 4.305
H 3.444 3.014 4.054
H 3.816 1.308 3.716
H 1.539 4.148 2.679
H 0.589 4.407 0.435
H 1.316 2.894 -1.403
H 2.814 0.936 -0.848
H 3.491 0.498 1.475
O -0.489 -0.200 2.196
S -0.741 0.602 3.465
O -0.339 0.004 4.680
O -0.048 1.883 3.070
C -2.445 0.945 3.429
C -3.208 0.612 4.532
C -4.579 0.854 4.491
C -5.149 1.417 3.365
C -4.363 1.757 2.266
C -2.998 1.518 2.272
P -2.027 2.044 0.817
C -2.407 3.788 0.616
C -3.343 4.215 -0.324
C -3.676 5.560 -0.403
C -3.093 6.474 0.462
C -2.178 6.049 1.419
C -1.835 4.710 1.495
C -2.604 1.103 -0.590
C -3.045 -0.141 -0.331
C -1.075 -1.161 -1.696
C -1.554 -0.591 -3.064
C -1.549 0.921 -2.950
C -2.010 1.597 -1.888
H -2.742 0.169 5.401
H -5.195 0.600 5.343
H -6.214 1.603 3.338
H -4.833 2.215 1.403
H -3.816 3.510 -0.997
H -4.396 5.894 -1.137
H -3.361 7.520 0.401
H -1.745 6.760 2.109
H -1.149 4.376 2.267
H -3.406 -0.477 0.631
H -0.836 -2.216 -1.770
H -1.176 -0.997 -4.000
H -1.170 1.497 -3.785
H -1.921 2.677 -1.945
C 1.929 -2.283 1.697
Ge 1.689 -2.310 -0.219
C 3.382 -1.871 -1.024
C 3.581 -1.031 -2.121
C 4.853 -0.818 -2.631
C 5.948 -1.452 -2.059
C 5.768 -2.298 -0.976
C 4.494 -2.503 -0.461
C 0.724 -3.820 -0.898
C 0.143 -4.656 0.028
C -0.547 -5.828 -0.357
C -0.650 -6.141 -1.677
C -0.073 -5.312 -2.673
C -0.192 -5.649 -4.046
C 0.367 -4.863 -5.009
C 1.071 -3.697 -4.635
C 1.194 -3.350 -3.320
C 0.628 -4.147 -2.293
H 2.974 -2.487 1.920
H 1.312 -3.022 2.202
H 1.669 -1.314 2.110
H 2.737 -0.542 -2.599
H 4.993 -0.169 -3.486
H 6.938 -1.294 -2.464
H 6.615 -2.805 -0.534
H 4.383 -3.181 0.377
H 0.202 -4.440 1.087
H -0.983 -6.468 0.397
H -1.177 -7.034 -1.990
H -0.733 -6.548 -4.313
H 0.277 -5.129 -6.052
H 1.527 -3.083 -5.400
H 1.754 -2.458 -3.069
S 0.320 -0.450 -0.740
C -2.546 -0.970 -1.436
N -2.967 -0.918 -2.648
```

The calculation puts the highest occupied orbital energy (spin up / spin down) at -12.7 / -12.7 eV. For the orbital gap (spin up / spin down), the calculation gives 0.2146 / 0.2094 Eh. As for the spin multiplicity: 2. Its total charge is +2. Its LUMO energy (spin up / spin down) is -6.839 / -6.979 eV.